Computed, not measured: one molecule with the formula C10H21NOSi, with ωB97M-V with the def2-TZVPD basis set.

Orbital gap   11.0371 eV
Maximum force   3.78 eV/A
Calculated total energy   -22126.359 eV
LUMO energy   0.70 eV
SMILES string   CCCCC[C@@H](C#N)O[Si](C)(C)C
Molar mass   199.37 g/mol
Spin multiplicity   1

Geometry (Å):
C: -0.401 -1.466 3.141
H: -3.487 3.080 -3.522
C: 0.340 -0.107 -1.634
H: 2.839 -3.103 2.150
H: 1.332 -1.976 -0.909
H: 2.102 0.346 3.773
H: -2.207 0.728 -3.327
H: -0.573 1.117 -0.196
C: -2.402 1.461 -2.426
H: -1.108 -2.166 2.681
H: -0.151 -1.884 4.111
H: 0.811 -0.044 -2.638
H: -0.540 -0.802 -1.707
C: -0.090 1.314 -1.161
H: 3.192 -0.276 2.544
N: 3.583 0.167 -0.414
H: -0.687 2.634 -3.007
C: -1.026 2.168 -2.085
Si: 1.054 -1.382 2.087
H: -2.675 0.630 -1.676
H: 2.178 0.948 2.143
H: 1.623 -3.439 3.293
C: 2.523 -0.293 -0.566
O: 0.508 -0.858 0.576
H: 0.851 1.883 -1.030
H: -0.941 -0.531 3.238
C: 1.195 -0.863 -0.669
C: 2.222 0.012 2.717
H: 1.334 -3.852 1.540
C: 1.776 -3.125 2.239
H: -4.337 1.627 -3.149
H: -3.948 2.709 -1.843
C: -3.596 2.328 -2.764
H: -1.293 3.017 -1.511